# 1
82
Properties=species:S:1:pos:R:3:forces:R:3 method="wB97M-V/def2-TZVPD" charge=+3 e_tot_ev=-79851.23209 e_above_lowest_kcal_mol=1.12 e_homo_ev=-16.60 orbital_gap_ev=6.6 multiplicity=1
Sc -0.32326 0.23435 -0.59579 0.129 1.772 2.326
P -0.91323 2.21480 1.83100 -0.743 0.692 0.931
P -1.15249 -1.66921 1.04595 -0.395 -0.663 1.637
P -2.51023 1.57114 -1.31099 -1.233 1.002 -0.576
H 2.40834 -0.36273 -1.47241 -0.236 0.497 0.056
C 1.74370 0.00249 -2.25124 0.961 2.608 -1.185
C 1.37744 1.34477 -2.33711 1.548 -1.805 -1.018
H 1.89660 2.11782 -1.76207 -0.700 -0.496 0.498
C 0.10661 2.46399 3.34697 0.743 -0.490 -0.079
C -2.48340 1.91897 2.74926 -0.249 0.044 -0.276
C -1.07345 4.02497 1.49778 -0.100 0.126 -0.392
C -0.88008 -3.48963 0.92600 0.274 -0.091 -0.442
C -0.59977 -1.32409 2.76878 0.179 -0.007 0.134
C -2.97765 -1.64309 1.21891 -0.167 0.263 -0.356
C -1.92932 3.13687 -2.08128 0.312 -0.041 0.013
C -3.91918 2.19190 -0.31339 0.019 -0.150 0.315
C -3.49424 0.81670 -2.65419 0.085 -0.606 -0.442
H 1.75988 -0.61541 -3.16597 -0.940 0.075 0.394
H 0.82757 1.73259 -3.20668 0.190 -0.490 0.228
H 0.95300 3.12555 3.13407 -0.224 -0.181 0.033
H 0.51296 1.51672 3.70712 0.008 0.061 0.108
H -0.50335 2.91783 4.13980 0.077 -0.153 -0.354
H -2.48727 0.91374 3.18145 -0.082 0.260 0.071
H -3.34256 2.01025 2.08197 0.101 -0.048 0.330
H -2.56606 2.66473 3.55262 -0.086 -0.292 -0.238
H -0.24449 4.35002 0.85741 -0.160 0.054 0.138
H -1.01580 4.58607 2.44699 -0.101 -0.308 -0.403
H -2.01760 4.27465 0.99796 0.249 -0.014 0.115
H -1.82898 -4.00290 1.12468 0.300 0.123 0.015
H -0.13192 -3.83647 1.64754 -0.137 0.165 -0.120
H -0.55539 -3.78250 -0.07480 -0.012 -0.045 0.264
H -0.90986 -2.13145 3.44896 0.011 0.210 -0.257
H -1.01185 -0.37992 3.13661 0.008 -0.241 -0.146
H 0.48943 -1.21102 2.81546 -0.369 -0.112 -0.002
H -3.30087 -2.60197 1.65325 -0.001 0.486 -0.093
H -3.42440 -1.52564 0.21972 -0.068 -0.142 0.333
H -3.30275 -0.80730 1.85405 0.086 -0.250 -0.208
H -2.67846 3.46393 -2.81494 0.261 0.005 0.206
H -0.96390 2.98967 -2.58471 -0.305 0.189 -0.012
H -1.80271 3.91210 -1.31373 -0.002 -0.218 -0.221
H -4.74739 2.45429 -0.98724 0.333 -0.047 0.101
H -3.64535 3.07627 0.27186 -0.095 -0.277 -0.123
H -4.26055 1.39221 0.35572 -0.069 0.262 -0.152
H -3.83227 1.59196 -3.35686 -0.008 -0.152 0.334
H -4.37588 0.30335 -2.23502 0.363 0.183 -0.132
H -2.91821 0.08416 -3.23216 -0.312 0.217 0.248
C -1.06911 -1.95146 -3.18075 0.255 -0.970 -0.153
C -0.97289 -3.31646 -2.91355 -0.143 0.787 -0.392
C -1.28591 -4.19531 -3.94756 0.089 0.151 0.004
C -1.65305 -3.72229 -5.21213 0.024 0.651 0.270
C -1.74616 -2.33392 -5.42998 0.059 -0.612 0.053
C -1.44362 -1.43604 -4.40496 0.048 0.056 -0.028
O -0.67109 -1.05792 -2.14679 1.691 -0.189 0.780
H 0.35399 -1.16114 -1.96493 -1.903 -0.664 -1.546
H -0.63136 -3.61272 -1.92444 -0.170 -0.268 -0.409
H -1.21840 -5.25337 -3.76032 0.001 -0.204 -0.065
H -1.84994 -4.42762 -6.02228 -0.005 0.293 0.295
H -2.03286 -1.96086 -6.40889 0.036 -0.026 0.171
H -1.49102 -0.35530 -4.53552 0.091 -0.318 -0.230
C 4.62794 -0.99757 0.05932 0.294 -0.044 -0.036
N 4.00153 -1.88051 1.09386 -0.788 -0.365 -0.370
C 4.85904 -1.96783 2.31444 0.253 -0.129 0.057
C 2.51251 -1.51897 1.39292 0.151 -0.580 0.191
C 2.36152 -0.04832 1.58787 -0.318 0.255 0.763
C 3.11139 0.51283 2.63989 0.298 -0.048 -0.380
C 3.52721 1.83196 2.55912 -0.253 -0.011 0.170
C 2.99319 2.61349 1.54070 0.007 0.399 -0.631
C 1.95834 2.10858 0.73359 0.367 0.630 0.362
C 1.57595 0.76092 0.75556 0.262 -0.612 -1.146
H 4.84840 -0.02717 0.50965 -0.126 -0.148 -0.115
H 3.95988 -0.88318 -0.79749 0.257 -0.112 0.323
H 5.55663 -1.47526 -0.26805 -0.160 0.133 0.074
H 3.97587 -2.83423 0.70096 -0.001 0.408 0.182
H 5.02896 -0.97078 2.71045 0.018 -0.165 -0.088
H 4.36338 -2.60452 3.04832 0.108 0.081 -0.054
H 5.81531 -2.39986 2.02073 -0.070 -0.045 0.030
H 1.91763 -1.89726 0.54418 0.301 0.152 0.157
H 2.24840 -2.12285 2.27338 0.226 0.079 -0.198
H 3.43587 -0.11621 3.46321 0.060 0.134 -0.101
H 4.24901 2.22645 3.27399 -0.285 0.021 -0.157
H 3.37481 3.62796 1.36934 -0.307 -0.371 0.193
H 1.45730 2.83122 0.06484 0.192 -0.322 0.426



# 2
91
Properties=species:S:1:pos:R:3:forces:R:3 method="wB97M-V/def2-TZVPD" charge=0 e_tot_ev=-68888.96217 e_homo_ev=-7.41 orbital_gap_ev=5.4 multiplicity=1
C -0.45204 6.89967 -1.21589 -0.640 0.818 -0.083
C -0.99679 6.03919 -2.45494 1.172 -0.468 -0.101
C -0.01506 4.76619 -2.70439 0.119 1.050 0.587
O -0.77387 3.55395 -2.94289 -0.393 0.357 1.498
C -1.09095 2.96035 -1.65655 1.396 -1.398 -0.034
C -1.96214 1.60362 -1.78777 1.028 -0.920 0.053
C -1.49087 0.71906 -3.06721 0.306 0.817 -0.281
C 0.09325 0.54541 -3.19706 0.177 -1.663 -0.556
C 0.68784 -0.67514 -2.29545 0.596 1.356 0.274
C 2.17951 -1.03982 -2.78839 -0.261 0.481 0.909
C 3.12537 -1.12282 -1.46435 -0.076 -0.359 -1.532
C 2.62595 -2.31250 -0.49346 0.876 0.233 -0.116
C 2.45250 -1.83151 1.05530 0.774 -0.397 -1.902
C 3.92554 -1.85284 1.69632 -0.553 0.712 -0.358
Si 3.98077 -1.94043 3.60489 1.153 -0.361 0.314
C 5.72919 -2.66981 4.05099 -0.312 -0.882 -0.290
C 3.87555 -0.24998 4.49884 0.239 0.595 0.461
C 2.70753 -3.12671 4.39746 -3.301 -2.754 1.967
C 2.74327 -4.67851 4.19588 -3.101 1.526 2.617
C 1.67866 -5.55290 4.93091 0.035 3.002 0.580
C 0.59204 -4.95475 5.86882 2.200 2.484 -1.646
C 0.52489 -3.42116 6.05580 2.883 -1.508 -2.165
C 1.57792 -2.55410 5.32837 -0.078 -2.793 -0.231
N -1.52172 0.78265 -0.57987 -1.262 0.680 -0.357
C -2.48021 -0.31326 -0.27722 -0.737 0.739 1.186
C -3.82485 0.40674 0.31976 0.809 -1.890 1.552
B -5.10795 -0.60652 0.42459 -2.072 -1.351 0.054
O -6.10919 -0.39197 1.42711 1.866 0.811 -2.047
O -5.30662 -1.74762 -0.45913 1.666 1.625 2.557
N -4.11201 1.72886 -0.34678 1.438 -0.337 -0.330
C -3.55558 1.82868 -1.76980 -0.523 0.402 -2.512
C -4.37360 0.82289 -2.76965 -0.507 0.585 0.954
B -4.03025 3.32998 -2.29026 -0.056 0.975 -2.437
C -4.57341 4.51353 -1.32555 0.823 0.199 0.597
O -4.00726 3.62523 -3.71378 1.079 -1.088 3.191
H 0.37393 7.63025 -1.53236 -1.113 -1.218 0.431
H -0.06797 6.27866 -0.33736 -0.510 0.617 -1.330
H -1.30625 7.55124 -0.80419 1.271 -0.894 -0.608
H -0.94934 6.65165 -3.42742 -0.536 -0.765 1.629
H -2.06061 5.64455 -2.25639 1.639 0.671 -0.430
H 0.60406 4.65265 -1.74508 -0.673 -0.087 -1.344
H 0.72804 4.94271 -3.56334 -1.389 -0.416 1.139
H -0.07081 2.60153 -1.23513 -1.642 0.458 -0.392
H -1.49278 3.69837 -0.88047 0.061 -0.688 -1.113
H -1.87220 1.24947 -4.01336 0.493 -0.837 1.285
H -1.92569 -0.35153 -3.03760 0.466 1.888 0.027
H 0.71150 1.48869 -3.04828 -1.014 -1.164 -0.055
H 0.29154 0.21131 -4.28887 -0.435 0.681 1.603
H -0.00836 -1.57757 -2.26017 0.834 1.218 -0.173
H 0.80725 -0.25222 -1.22520 -0.412 -0.927 -1.604
H 2.51682 -0.17356 -3.46697 -0.268 -1.336 0.912
H 2.21668 -2.01666 -3.37869 -0.033 1.319 0.867
H 3.11865 -0.09143 -0.97007 -0.073 -1.320 -0.464
H 4.18991 -1.29719 -1.87926 -1.559 0.153 1.000
H 1.68615 -2.79602 -0.91897 1.165 0.715 0.656
H 3.44842 -3.12214 -0.54960 -1.569 1.124 0.247
H 1.71302 -2.56140 1.52346 1.034 1.157 -0.201
H 2.06928 -0.74397 1.01246 0.256 -1.691 0.426
H 4.53524 -2.71507 1.25617 -0.877 1.140 0.608
H 4.43503 -0.85721 1.39566 -0.563 -1.595 0.366
H 5.72991 -3.04010 5.13278 0.267 0.737 -1.383
H 5.81505 -3.62219 3.39666 0.175 1.514 0.969
H 6.58113 -1.94228 3.80919 -1.146 -1.172 0.464
H 3.57845 -0.45230 5.59847 0.522 0.563 -1.724
H 4.94127 0.20011 4.47498 -1.722 -0.623 0.127
H 3.16643 0.50518 4.01947 0.835 -0.989 0.756
H 3.52261 -5.19818 3.54606 -1.250 0.918 0.955
H 1.72467 -6.68318 4.80452 -0.096 1.753 0.166
H -0.17070 -5.59629 6.43575 1.432 0.886 -1.124
H -0.24834 -2.91579 6.74236 1.368 -1.006 -1.242
H 1.52212 -1.42006 5.50907 0.175 -1.955 -0.404
H -1.51113 1.44043 0.22869 0.278 -0.860 -0.460
H -2.70289 -1.01562 -1.14356 0.457 1.245 0.967
H -2.07234 -0.94676 0.58449 -0.475 0.842 -1.266
H -3.54318 0.65914 1.41596 -0.471 -0.263 -1.690
H -6.03964 0.51993 1.78712 -0.094 -1.004 0.031
H -4.53928 -2.35323 -0.28857 -0.913 0.455 -0.680
H -3.57481 2.44240 0.19185 -1.045 -0.291 -0.462
H -5.12115 1.94332 -0.38827 0.656 0.115 0.297
H -5.49198 1.10598 -2.66223 1.600 -0.691 -0.206
H -4.10346 1.04813 -3.85253 -0.257 -0.460 1.651
H -4.21594 -0.27344 -2.50393 -0.335 1.512 -0.498
H -3.83891 4.56883 -0.42691 -1.159 0.005 -1.167
H -5.61091 4.34356 -0.87943 1.250 0.425 -0.681
H -4.47076 5.53468 -1.85054 -0.554 -1.680 0.791
H -3.28202 3.08603 -4.10112 -0.702 0.385 -0.097
O 3.57654 -7.19006 -2.08442 -0.035 0.290 0.110
Cl 3.51018 -5.81485 -1.64157 0.107 -0.420 -0.201
O 4.01023 -5.71814 -0.28411 -0.062 0.140 0.005
O 2.13422 -5.35903 -1.68150 -0.010 0.065 0.021
O 4.31772 -4.98500 -2.51234 -0.112 0.082 0.121